i.
23
Properties=species:S:1:pos:R:3 method="wB97M-V/def2-TZVPD" total_charge=-1 spin_multiplicity=2
C 0.2805 0.8676 1.8035
C -0.6152 0.7103 0.5897
C -0.2951 -0.6765 -0.1135
C 0.8492 -0.5730 -1.1879
C 3.3649 -0.6202 -0.4291
C 2.0496 0.1375 -0.6324
N -2.0348 0.8841 0.9442
H 0.4573 1.9333 2.0371
H -0.0471 0.2981 2.6854
H 1.1999 0.4419 1.3177
H -0.3822 1.2427 -0.3170
H -0.0427 -1.4326 0.6339
H -1.2759 -0.9882 -0.4764
H 0.4018 -0.0679 -2.0386
H 0.9616 -1.5925 -1.5458
H 3.6125 -1.2994 -1.2774
H 4.1567 0.1247 -0.3666
H 2.2980 1.0077 -1.2325
H -2.6834 0.6190 0.1508
H -2.2414 0.5217 1.8595
H -3.9469 -0.4080 -1.5502
H 3.4017 -1.2623 0.4874
O -3.2155 -0.5987 -0.9542

***

ii.
23
Properties=species:S:1:pos:R:3 method="wB97M-V/def2-TZVPD" total_charge=-1 spin_multiplicity=2
C -0.0283 -0.5702 2.4574
C -0.7796 -0.1920 1.1671
C 0.0595 -0.6435 -0.0258
C -0.7946 -1.1780 -1.1991
C 0.2004 0.0242 -3.1250
C -0.0222 -1.1231 -2.5011
N -1.0894 1.2256 1.1248
H 0.0693 -1.6583 2.5280
H -0.4929 -0.2262 3.3811
H 0.9545 -0.1042 2.4373
H -1.7190 -0.7493 1.2855
H 0.7432 -1.4653 0.1877
H 0.7451 0.1706 -0.2735
H -1.0743 -2.1984 -0.9431
H -1.7388 -0.6270 -1.2498
H 0.8931 0.1439 -3.9454
H -0.1188 0.9908 -2.7484
H 0.5938 -1.9969 -2.6938
H -0.5054 1.7987 0.5215
H -2.0442 1.3978 0.8315
H 2.2262 2.1025 1.6836
H 1.6943 2.8173 0.3875
O 2.2282 2.0609 0.7120

***

Energy ordering: ii at the bottom, the next structure 0.0275 hartree above.

***

i.
48
Properties=species:S:1:pos:R:3 method="wB97M-V/def2-TZVPD" smiles=CO.CO.CO.CO.CO.CO.CO.CO
C 4.5632 6.3864 4.4357
O 5.4949 5.9796 5.4006
H 4.9362 6.4452 3.4132
H 3.6500 5.7942 4.4936
H 4.2367 7.4093 4.6234
H 6.3023 6.0251 4.8833
C -8.1168 -0.0831 -1.7315
O -8.2638 -0.1760 -3.1296
H -8.5553 -0.9658 -1.2660
H -7.0834 0.0907 -1.4316
H -8.7154 0.7448 -1.3517
H -9.1798 -0.4393 -3.2447
C -2.2314 6.6711 2.9021
O -1.3849 6.4940 1.8341
H -3.0514 5.9600 3.0031
H -1.6134 6.7888 3.7922
H -2.8172 7.5844 2.7987
H -1.1819 7.3419 1.4324
C 2.7403 -1.6462 -6.8711
O 2.7504 -0.6067 -7.8571
H 3.6750 -2.2070 -6.8668
H 2.5588 -1.3046 -5.8521
H 1.9587 -2.3094 -7.2420
H 2.6808 -1.0339 -8.7140
C -0.8398 0.4657 1.1161
O 0.2442 1.3054 1.4547
H -0.8736 0.1722 0.0669
H -0.8186 -0.4123 1.7618
H -1.8123 0.8828 1.3777
H -0.0952 2.1949 1.3312
C 5.8453 -0.3477 3.2699
O 4.6166 -0.6522 3.7903
H 6.0742 0.7146 3.3543
H 6.6174 -0.9222 3.7818
H 5.9418 -0.6646 2.2315
H 3.9540 -0.1676 3.2925
C -2.6709 -5.0936 -3.8797
O -1.7416 -6.1200 -3.8532
H -3.6346 -5.4872 -4.2028
H -3.0220 -4.7522 -2.9059
H -2.2709 -4.2692 -4.4702
H -1.9130 -6.7476 -4.5591
C 0.3579 -6.4055 1.9072
O 1.0220 -7.2888 0.9991
H 0.5172 -6.7430 2.9314
H 0.8716 -5.4455 1.8563
H -0.7103 -6.2252 1.7867
H 0.9879 -6.9345 0.1075

***

ii.
48
Properties=species:S:1:pos:R:3 method="wB97M-V/def2-TZVPD" smiles=CO.CO.CO.CO.CO.CO.CO.CO
C -2.8757 1.6042 -1.5504
O -3.0054 1.4192 -2.9552
H -3.7383 1.1973 -1.0142
H -1.9516 1.1661 -1.1642
H -2.8515 2.6784 -1.3699
H -3.0462 0.4740 -3.1332
C 2.2029 0.7886 3.8778
O 2.9892 1.2933 2.8152
H 2.6702 -0.1270 4.2324
H 2.1375 1.4902 4.7173
H 1.1806 0.5641 3.5513
H 2.5557 2.0801 2.4589
C 4.3481 -1.0314 0.7883
O 4.9510 -0.5680 1.9796
H 4.9906 -1.8076 0.3754
H 3.3575 -1.4727 0.9641
H 4.2402 -0.2338 0.0449
H 4.3882 0.1347 2.3377
C -3.5468 -2.7529 0.0954
O -3.1217 -1.4912 0.6103
H -3.8683 -2.6629 -0.9443
H -2.6805 -3.4085 0.1417
H -4.3498 -3.1899 0.6914
H -3.8764 -0.9024 0.6939
C -1.8528 -1.7184 -3.5406
O -3.2761 -1.6153 -3.4965
H -1.4596 -0.8158 -4.0056
H -1.4217 -1.8168 -2.5407
H -1.5236 -2.5593 -4.1568
H -3.6513 -2.4986 -3.5233
C 0.1016 -0.4653 1.1893
O -0.3524 -1.1626 0.0480
H -0.2481 0.5733 1.1880
H -0.2029 -0.9612 2.1175
H 1.1915 -0.4676 1.1648
H -1.3017 -1.3019 0.1500
C 0.0684 3.6078 2.2807
O 1.4912 3.6498 2.3479
H -0.3045 3.9482 1.3099
H -0.2229 2.5686 2.4063
H -0.3889 4.2069 3.0705
H 1.7819 4.5590 2.2370
C 1.4184 -0.5013 -2.5991
O 2.4380 -0.0049 -3.4528
H 1.1750 -1.5463 -2.8153
H 1.7091 -0.4518 -1.5438
H 0.5328 0.1176 -2.7063
H 3.1990 -0.5862 -3.3733

***

Energy ordering: ii at the bottom, the next structure 0.0789 hartree above.

***

i.
34
Properties=species:S:1:pos:R:3 method="wB97M-V/def2-TZVPD" total_charge=+1
O 1.7686 -1.2146 -3.9479
H 1.5010 -1.4086 -4.8563
H 2.2668 -2.0239 -3.7819
O 0.1317 2.7416 0.3574
H 0.4254 3.3426 -0.3318
H 0.5941 2.9073 1.1788
O -2.7041 1.6657 1.6086
H -1.3533 0.0631 -1.8102
H -1.2405 -0.2100 2.0932
O 3.1580 1.3340 0.8796
H 2.3837 1.9168 0.7649
H 2.7330 0.6041 0.2905
O 2.6058 -0.2803 2.6161
H 2.8467 -0.5508 3.5049
H 2.9248 0.7426 1.7833
O -2.3674 -2.1005 -0.1384
H -3.0497 -2.4868 0.4190
H -2.8260 2.1975 0.8227
O -0.4634 -0.7316 2.3541
H -2.0382 2.0637 2.1715
O -3.3892 2.1198 -2.2149
H -3.9722 2.7159 -1.7377
H -2.9377 2.6482 -2.8775
O 1.6531 -0.2324 -0.4150
H 0.7216 0.0422 -0.6277
H 1.6428 -1.0456 -0.9377
O -0.4992 -0.3186 -1.8353
H -0.3879 -2.6045 0.3286
H 0.0135 -0.2195 -2.6464
O 0.2092 -3.0934 0.9102
H -2.6763 -1.2529 -0.4663
H -0.0048 -4.0269 0.8430
H 2.1166 -0.9911 2.1744
H -0.6483 -1.3721 1.6535

***

ii.
34
Properties=species:S:1:pos:R:3 method="wB97M-V/def2-TZVPD" total_charge=+1
O -0.2696 -0.5379 -3.0050
H 0.1617 -1.4227 -2.8458
H 1.6377 -4.6738 -1.2480
O -1.0955 0.5988 -1.0708
H -0.4345 -0.2141 -1.9749
H 1.4810 -0.7393 4.5711
O 0.5042 1.9316 2.0683
H 2.3316 0.1626 0.6999
H -1.8012 -1.2872 3.4201
O 2.3555 4.2911 -1.2763
H 2.8578 3.6806 -0.7320
H 2.9495 0.4830 -2.6836
O 1.0492 -4.0226 -1.6331
H -3.4254 -1.5281 3.6104
H -2.0089 0.5812 -1.4933
O -2.0521 1.5097 1.2334
H -2.2835 0.5802 1.0561
H 0.8303 1.1955 2.5972
O 1.1569 -0.8508 3.6637
H 0.6512 2.7479 2.5515
O 2.0689 0.1038 -2.5972
H 1.9881 -0.1750 -1.6608
H -1.2242 1.1015 -0.2207
O -3.4790 -0.4470 -1.0010
H 0.8327 -1.7592 3.7324
H -4.1466 -0.4893 -1.6853
O 2.3858 -0.5448 0.0633
H -3.7311 0.0097 -0.1905
H 2.1575 -1.4505 0.2651
O -2.6115 -1.7402 3.1590
H 1.4644 3.9392 -1.3227
H -1.3498 1.2520 1.8772
H 0.1700 -4.3761 -1.8267
H 0.6886 -0.1225 -3.2313

***

Energy ordering: i at the bottom, the next structure 0.0211 hartree above.

***

i.
22
Properties=species:S:1:pos:R:3 method="wB97M-V/def2-TZVPD" smiles=CNC[C@@H](CS)NC
C 3.1531 -0.3033 0.8862
N 1.8941 -0.2468 0.2236
C 0.6884 -0.2452 0.9748
C -0.5437 -0.3312 0.0528
C -1.7308 -0.1381 1.0013
S -3.4442 -0.5041 0.3223
N -0.4633 0.7831 -0.9169
C -1.1041 0.5642 -2.2150
H 3.9688 -0.2746 0.1621
H 3.3026 0.4072 1.7233
H 3.3075 -1.2827 1.3620
H 1.8173 0.5034 -0.4534
H 0.6269 -1.1002 1.6670
H 0.5248 0.6219 1.6450
H -0.6776 -1.2663 -0.4862
H -1.7822 0.9069 1.3169
H -1.7118 -0.7583 1.8965
H -3.1392 -0.5131 -0.9862
H -0.8819 1.5622 -0.4381
H -1.5872 -0.4042 -2.2950
H -0.3676 0.6840 -3.0148
H -1.8499 1.3350 -2.4282

***

ii.
22
Properties=species:S:1:pos:R:3 method="wB97M-V/def2-TZVPD" smiles=C[C@H](CS)NCCN
C -1.5110 -1.8796 1.0500
C -0.2801 -1.0740 0.6455
C 0.1228 -0.0632 1.7508
S 1.1439 -0.8748 3.0285
N -0.5995 -0.2380 -0.5326
C 0.4725 -0.0493 -1.4988
C 1.0621 1.3808 -1.5588
N 0.5147 2.1230 -2.7156
H -1.5171 -2.9120 0.7094
H -2.4062 -1.4030 0.6448
H -1.6872 -1.8495 2.1288
H 0.5578 -1.7435 0.4743
H -0.6614 0.5635 2.1645
H 0.8435 0.5868 1.2587
H 0.7062 -0.4017 4.2010
H -1.0366 0.6366 -0.2829
H 1.3346 -0.7037 -1.3762
H 0.0367 -0.2387 -2.4810
H 0.8306 1.8776 -0.6127
H 2.1479 1.4063 -1.6302
H 0.3482 3.0699 -2.4644
H -0.4226 1.7864 -2.9030

***

Energy ordering: i at the bottom, the next structure 0.0023 hartree above.

***

i.
A 2-piece molecular cluster, C5H9Cl2N overall. Source: the OMol25 dataset; level of theory: ωB97M-V with the def2-TZVPD basis set.

The geometry in XYZ format:
```
17
C5H9Cl2N | the OMol25 dataset | ωB97M-V with the def2-TZVPD basis set
C 2.3582 -0.1829 0.0699
C -0.6256 0.5733 -1.4111
C -1.1615 -1.3338 0.2222
C -0.5533 0.8743 1.0804
C -0.6323 -0.0503 -0.0812
N 1.4070 -0.9131 0.0698
Cl 3.9053 -1.0155 -0.0250
Cl 2.5505 1.5834 0.2753
H 0.2511 0.1804 -1.9656
H -1.5678 0.4274 -1.9065
H -0.5056 1.5322 -1.2411
H -2.2288 -1.3464 0.1959
H -0.7441 -1.5473 1.1926
H -0.6767 -2.1242 -0.5020
H 0.2164 0.6814 1.7695
H -0.5183 1.9112 0.7022
H -1.4746 0.7499 1.5549
```

***

ii.
17
Properties=species:S:1:pos:R:3 method="wB97M-V/def2-TZVPD"
C 1.5640 -1.5922 -0.4076
C 0.9004 -0.5504 0.4970
C 1.3152 0.6759 0.4058
N 1.8853 1.1825 -0.7079
Cl 1.2249 1.7931 1.7249
H 0.8423 -2.3109 -0.6277
H 1.7279 -1.0542 -1.3039
H 2.5058 -2.1828 -0.0103
H 0.3979 -0.8707 1.5245
H 2.2759 2.1668 -0.5661
H 1.4533 1.0601 -1.5977
C -2.6331 0.1315 -0.5522
C -2.6821 0.2380 0.7941
Cl -3.5568 1.4107 1.5416
H -3.0829 0.8169 -1.3376
H -2.0477 -0.6326 -0.9566
H -2.0901 -0.2817 1.5797

***

Energy ordering: ii at the bottom, the next structure 0.0267 hartree above.